i.
Formula: C4H21NO7
Source: OMol25
Level of theory: ωB97M-V/def2-TZVPD

Geometry (Å):
C 1.40509 -1.30099 -0.78440
C 1.13293 -0.28173 0.31540
N -0.14600 0.09248 0.79716
C -1.43219 -0.66032 0.54139
C -0.49572 1.24542 1.65888
O 2.10949 0.32846 0.77501
H 2.05428 -2.20304 -0.44882
H 0.42503 -1.58369 -1.27747
H 1.98036 -0.71175 -1.55988
H -2.44238 -0.10011 0.75835
H -1.56558 -1.45562 1.32004
H -1.47429 -0.94926 -0.53532
H -1.49099 1.50727 1.56774
H -0.38574 0.99841 2.79010
H -0.03301 2.15887 1.51614
H 0.87623 -0.71762 2.62607
H 0.89412 -0.90699 4.15455
O 0.35077 -0.92021 3.40261
H 1.19501 3.61878 0.38918
H 1.85424 2.20106 0.21338
O 1.33939 2.86299 -0.21999
H 1.70785 1.72262 -3.58520
H 1.23143 2.17816 -2.08499
O 1.12729 2.18733 -3.05327
H -1.31010 -0.89203 -3.39636
H -1.57030 -2.24923 -2.89567
O -1.71730 -1.40823 -2.68515
H -0.55493 2.34055 -0.13085
H -1.75214 1.62039 -0.63139
O -1.50999 2.59857 -0.39358
H -0.45572 -4.36708 -0.25703
H -0.55327 -3.51128 1.02736
O -0.79383 -3.44220 0.08602

Its HOMO energy is -9.39 eV. Its frontier orbital gap is 9.6 eV. As for the SMILES: CC(=O)N(C)C.O.O.O.O.O.O. The value obtained for the LUMO energy is 0.2 eV. As for the total charge: 0.


ii.
Formula: C4H21NO7
Source: OMol25
Level of theory: ωB97M-V/def2-TZVPD

Geometry (Å):
O -2.84592 2.30330 -0.62181
C -1.98581 2.29635 -1.49179
C -0.86591 1.13838 -1.40790
C -1.29608 -0.04086 -2.33333
C -0.10689 -0.84393 -2.65246
N -0.83358 0.77452 0.00372
H -1.94459 3.03890 -2.31581
H 0.05779 1.73562 -1.72044
H -1.62831 0.42356 -3.35256
H -2.10334 -0.52143 -1.85774
H 0.60617 -0.38556 -3.41622
H 0.29144 -1.28891 -1.67092
H -0.39339 -1.67305 -3.21761
H -1.67741 0.09911 0.45705
H -0.71077 1.63287 0.51222
H 0.48391 -0.73438 3.05679
H -0.06349 -0.30964 4.32479
O 0.06887 0.01818 3.41815
H 3.31096 -2.67593 0.27256
H 1.81620 -2.41476 0.29570
O 2.60387 -2.32548 -0.15506
H -2.09445 -2.88188 -0.14266
H -0.44500 -2.80782 0.04553
O -1.26884 -2.70085 0.36011
H 2.14291 0.62070 2.53811
H 1.72195 1.65880 3.67896
O 2.39103 1.32711 3.07462
H 0.10169 -0.55936 0.82103
H -0.16831 -1.72143 1.75946
O 0.54744 -1.29225 1.23278
H 1.85061 2.96219 0.76902
H 1.17366 2.10601 -0.28332
O 1.26361 3.04192 0.01901

Its HOMO energy is -9.38 eV. Its frontier orbital gap is 9.7 eV. As for the SMILES: CC[C@H](N)C=O.O.O.O.O.O.O. The value obtained for the LUMO energy is 0.3 eV. As for the total charge: 0.


It is ii that is the least stable of them.


i.
Formula: C21H28N4O2S
Source: OMol25
Level of theory: ωB97M-V/def2-TZVPD

Geometry (Å):
C 6.05853 0.38218 -1.94668
H 5.53718 1.30602 -1.67539
O 5.93294 -0.59471 -0.94317
C 4.68458 -1.03141 -0.61429
C 3.50422 -0.57466 -1.18707
C 2.28769 -1.07495 -0.75845
C 2.22719 -2.03454 0.24234
C 3.41195 -2.51363 0.79471
C 4.62360 -2.01628 0.37328
H 5.54799 -2.37081 0.79984
H 3.37387 -3.27398 1.55973
N 0.99630 -2.55948 0.67866
C -0.20947 -1.92111 0.59118
N -0.25662 -0.60845 0.92483
C -1.49586 0.11337 0.69491
H -2.34113 -0.46447 1.08378
H -1.44860 1.06136 1.23136
C -1.74764 0.37544 -0.79096
H -1.79317 -0.57676 -1.31818
C -3.04816 1.15335 -0.98973
N -4.16903 0.54294 -0.30041
C -4.57431 -0.72873 -0.88121
C -5.69845 -1.32872 -0.03966
H -6.06183 -2.25335 -0.48987
O -6.80825 -0.46310 0.04471
C -6.41820 0.77338 0.58764
C -5.31865 1.42898 -0.24806
H -5.02227 2.37147 0.21914
H -5.71271 1.64350 -1.25830
H -7.31249 1.39923 0.60701
H -6.04752 0.63069 1.61450
H -5.31449 -1.54108 0.96898
H -3.73297 -1.42039 -0.87382
H -4.92452 -0.59767 -1.92085
H -3.24203 1.25976 -2.07310
H -2.92520 2.15841 -0.57282
H -0.92671 0.95221 -1.22285
C 0.68040 -0.07661 1.89706
C 1.77102 0.82256 1.36357
N 2.97099 0.60712 1.88663
C 3.98001 1.36448 1.50067
C 3.85241 2.38883 0.57507
C 2.59669 2.62928 0.04101
C 1.53420 1.83854 0.44434
H 0.54389 2.00817 0.05454
H 2.44487 3.42514 -0.67461
H 4.70547 2.98563 0.29083
H 4.93325 1.13593 1.95837
H 1.17416 -0.90080 2.41771
H 0.10777 0.49010 2.64197
S -1.54416 -2.80344 0.16101
H 0.91867 -3.56860 0.65670
H 1.37585 -0.72301 -1.21739
H 3.51256 0.16946 -1.96778
H 5.68060 0.02175 -2.90905
H 7.12560 0.58146 -2.03237

Its HOMO energy is -7.84 eV. Its frontier orbital gap is 8.4 eV. As for the SMILES: COc1ccc(NC(=S)N(CCCN2CCOCC2)Cc2ccccn2)cc1. The value obtained for the LUMO energy is 0.6 eV. As for the total charge: 0.


ii.
Formula: C21H28N4O2S
Source: OMol25
Level of theory: ωB97M-V/def2-TZVPD

Geometry (Å):
C -2.58128 -4.19118 0.90225
O -1.85858 -3.92485 -0.27299
C -0.70222 -3.20171 -0.17139
C -0.15204 -2.73246 1.01443
C 1.01266 -1.99116 0.99425
C 1.67725 -1.71092 -0.19690
C 1.12156 -2.19035 -1.38147
C -0.04813 -2.92027 -1.36704
H -0.47930 -3.28268 -2.28703
H 1.59090 -1.99421 -2.33180
N 2.81098 -0.87714 -0.18196
C 3.85484 -1.08487 0.80435
C 4.38292 0.28959 1.24630
N 4.50101 1.19418 0.11551
C 3.93749 2.51034 0.21879
C 2.42155 2.72359 0.13773
O 1.94500 3.83536 0.00885
N 1.65356 1.61445 0.25172
C 0.28826 1.66319 0.16263
N -0.45136 0.60984 0.21468
C -1.76769 0.93226 0.08770
C -2.03283 2.25793 -0.05758
S -0.55276 3.18004 -0.04709
C -3.39099 2.84192 -0.22296
H -3.48577 3.75275 0.37312
C -4.45413 1.81705 0.19357
C -5.84537 2.29993 -0.20408
H -6.60605 1.60313 0.14074
H -6.05039 3.27527 0.23153
H -5.92293 2.38376 -1.28616
C -4.13561 0.45915 -0.43969
C -2.83342 -0.11297 0.11850
H -2.50392 -0.97990 -0.45682
H -2.97868 -0.43900 1.15362
H -4.95380 -0.23890 -0.25183
H -4.04232 0.58440 -1.52051
H -4.41660 1.70508 1.28296
H -3.54422 3.12288 -1.27093
H 2.06611 0.66969 0.27110
H 4.25487 2.94291 1.17486
H 4.37712 3.13789 -0.56344
C 4.54753 0.53882 -1.16417
C 3.36110 -0.41700 -1.44575
H 2.56911 0.10284 -1.99214
H 3.72263 -1.25089 -2.06725
H 5.48118 -0.03650 -1.20047
H 4.59918 1.29624 -1.94662
H 5.36980 0.16250 1.71675
H 3.70947 0.71997 1.99219
H 3.46577 -1.62905 1.66302
H 4.67174 -1.68271 0.37407
H 1.38778 -1.60554 1.92992
H -0.63068 -2.91607 1.96310
H -2.00188 -4.80154 1.60336
H -2.89545 -3.26742 1.39908
H -3.46291 -4.74768 0.58739

Its HOMO energy is -7.69 eV. Its frontier orbital gap is 8.4 eV. As for the SMILES: COc1ccc(N2CCN(CC(=O)Nc3nc4c(s3)C[C@@H](C)CC4)CC2)cc1. The value obtained for the LUMO energy is 0.7 eV. As for the total charge: 0.


It is i that is the least stable of them.


i.
Formula: C4H6N2O
Source: OMol25
Level of theory: ωB97M-V/def2-TZVPD

Geometry (Å):
C -1.66509 0.46682 -0.78202
C 0.81312 0.39898 -0.90291
C -2.32735 -0.28691 0.71744
C 2.17806 0.36051 -0.91982
N -0.35292 0.49780 -0.92901
N -2.59094 0.93270 -1.43497
O -3.57185 1.26816 -1.88049
H -2.49596 -1.32638 0.44570
H -3.24199 0.23527 0.98686
H -1.53149 -0.13946 1.44254
H 2.60691 0.64721 0.05632
H 2.59004 1.05150 -1.67479
H 2.54737 -0.65095 -1.16004

Its HOMO energy is -21.16 eV. Its frontier orbital gap is 9.0 eV. As for the SMILES: CC#[N+]C(C)=[N+]=O. The value obtained for the LUMO energy is -12.1 eV. As for the total charge: +2.


ii.
Formula: C4H6N2O
Source: OMol25
Level of theory: ωB97M-V/def2-TZVPD

Geometry (Å):
C 1.88769 -1.42255 2.59335
C 0.97868 -0.18688 1.17637
C 0.16153 -0.49370 -1.15512
C 0.12666 0.25685 0.12748
N 1.15475 -1.41904 1.55885
N 1.50231 0.66101 2.23379
O 2.23845 -0.31659 3.02343
H 1.09543 -0.99356 -1.37392
H -0.26251 0.15849 -2.03180
H -0.61563 -1.24860 -1.53769
H -0.85796 0.08967 0.45805
H 0.22933 1.41103 -0.15054
H 1.50132 1.66253 2.56339

Its HOMO energy (alpha / beta) is -21.88 / -21.16 eV. Its frontier orbital gap (alpha / beta) is 10.1 / 5.5 eV. As for the SMILES: CCc1[n+]#co[nH+]1. The value obtained for the LUMO energy (alpha / beta) is -11.8 / -15.7 eV. As for the total charge: +2.


It is ii that is the least stable of them.


i.
Formula: C61H53As2BrN6OTa
Source: OMol25
Level of theory: ωB97M-V/def2-TZVPD

Geometry (Å):
Ta -0.51316 0.08780 -0.08338
C -0.96105 -1.34982 -6.56207
C -1.32321 -0.89338 -5.17839
C -2.22184 -1.61834 -4.38914
C -2.54190 -1.22571 -3.10694
C -1.99464 -0.05957 -2.56264
N -2.23825 0.37760 -1.23716
C -3.56132 0.73994 -0.97879
C -4.56248 0.66588 -1.96659
C -5.88873 0.92839 -1.70788
C -6.32607 1.27145 -0.43508
C -7.77695 1.49134 -0.12177
C -5.35400 1.42252 0.53496
C -3.99663 1.23556 0.26428
N -3.08773 1.59371 1.30636
C -3.42222 2.28398 2.41405
C -2.37208 2.22366 3.30337
C -1.40713 1.48925 2.64087
N -1.81712 1.13118 1.41352
C -1.11035 0.65987 -3.35828
C -0.75785 0.25076 -4.63994
N -0.57929 1.85838 -2.82097
C -0.50586 3.04467 -3.45016
C -0.09984 3.98177 -2.52691
C 0.03934 3.26470 -1.34184
N -0.22716 1.96817 -1.51938
H -1.46558 -2.28093 -6.81158
H -1.24230 -0.60529 -7.30780
H 0.11386 -1.51482 -6.65344
H -2.65738 -2.52442 -4.79080
H -3.20939 -1.82308 -2.49918
H -4.29486 0.39161 -2.97347
H -6.60483 0.84085 -2.51497
H -8.40524 1.19902 -0.96063
H -8.08558 0.90912 0.74691
H -7.97739 2.54149 0.09483
H -5.66993 1.67432 1.53622
H -4.37298 2.77373 2.49657
H -2.30627 2.67160 4.27793
H -0.43819 1.19613 3.00152
H -0.03719 0.82806 -5.20816
H -0.79147 3.13076 -4.48438
H 0.04499 5.03580 -2.67837
H 0.30294 3.66086 -0.37935
C 2.57474 -0.40621 2.40776
C 2.34885 1.04334 2.80086
As 1.49070 2.08906 1.36596
C 1.08854 3.76083 2.30066
C 1.98735 4.26496 3.23964
C 1.74633 5.47565 3.86814
C 0.60909 6.20696 3.55181
C -0.28533 5.72032 2.61137
C -0.04728 4.50143 1.99182
C 3.08045 2.69905 0.40067
C 3.10609 3.97605 -0.15519
C 4.20488 4.41142 -0.88195
C 5.30426 3.58159 -1.05024
C 5.30074 2.31779 -0.47892
C 4.19504 1.88017 0.23507
As 0.89887 -1.34645 1.98943
C 0.28812 -1.69269 3.81675
C -0.91747 -1.23035 4.33119
C -1.26903 -1.49064 5.64892
C -0.42048 -2.22009 6.46433
C 0.78370 -2.69269 5.95935
C 1.13475 -2.43028 4.64622
C 1.59495 -3.11729 1.56078
C 2.82581 -3.30210 0.94001
C 3.27495 -4.57878 0.63043
C 2.50503 -5.68437 0.95633
C 1.29496 -5.50969 1.61261
C 0.84436 -4.23519 1.91595
H 3.05269 -0.95137 3.22394
H 3.21283 -0.49820 1.53080
H 3.29252 1.52833 3.05530
H 1.71000 1.10732 3.68638
H 2.89199 3.71876 3.48098
H 2.44835 5.85265 4.59948
H 0.42510 7.15727 4.03420
H -1.17089 6.28821 2.35844
H -0.76915 4.13118 1.27055
H 2.27982 4.66059 0.00101
H 4.21027 5.41074 -1.29665
H 6.16722 3.92706 -1.60295
H 6.16415 1.67306 -0.58029
H 4.22418 0.88908 0.67039
H -1.60169 -0.67159 3.71211
H -2.21096 -1.12388 6.03480
H -0.69593 -2.42563 7.48980
H 1.44681 -3.27091 6.58836
H 2.06976 -2.82462 4.26342
H 3.47370 -2.45999 0.72651
H 4.23896 -4.70984 0.15620
H 2.85894 -6.67990 0.72476
H 0.70296 -6.36844 1.89930
H -0.09324 -4.11606 2.44599
Br -2.43632 -1.67080 1.15056
C -1.93584 -3.31059 0.34226
C -2.52867 -4.46654 0.75129
C -2.17137 -5.66308 0.10416
C -1.28569 -5.63051 -0.93366
C -0.70570 -4.41773 -1.37358
C 0.12370 -4.39606 -2.51657
C 0.58067 -3.19872 -2.97660
C 0.29925 -2.01391 -2.27110
C -0.41420 -1.94231 -1.09118
C -0.99084 -3.19759 -0.69794
H -3.26178 -4.46701 1.54602
H -2.62070 -6.59399 0.42056
H -1.02574 -6.54223 -1.45648
H 0.33696 -5.32236 -3.03376
H 1.15455 -3.14429 -3.89443
H 0.64052 -1.10566 -2.74776
O 1.60269 0.04037 -0.61147
N 2.44659 0.01704 -1.64434
C 3.17915 -1.09543 -1.83610
C 4.11673 -1.14128 -2.84152
C 4.28928 -0.03802 -3.66695
C 3.51983 1.09205 -3.44380
C 2.60800 1.10733 -2.41101
H 2.95065 -1.91355 -1.17261
H 4.69351 -2.04499 -2.97298
H 5.02037 -0.05576 -4.46297
H 3.63171 1.98261 -4.04478
H 2.01556 1.96879 -2.14777

Its HOMO energy (alpha / beta) is -11.78 / -11.86 eV. Its expectation value of S² is 0.755. Its spin multiplicity is 2. Its frontier orbital gap (alpha / beta) is 6.9 / 7.0 eV. The value obtained for the LUMO energy (alpha / beta) is -4.9 / -4.9 eV. As for the total charge: +2.


ii.
Formula: C61H53As2BrN6OTa
Source: OMol25
Level of theory: ωB97M-V/def2-TZVPD

Geometry (Å):
Ta -0.13962 -0.10781 -0.28391
C -1.85203 -6.38069 -1.67221
C -1.05505 -5.10904 -1.58019
C -0.76128 -4.35341 -2.71932
C -0.04936 -3.17473 -2.64302
C 0.42654 -2.70723 -1.41632
N 1.11630 -1.47663 -1.25552
C 2.38093 -1.42058 -1.85714
C 2.90613 -2.50194 -2.58823
C 4.10283 -2.43676 -3.26833
C 4.86648 -1.27623 -3.28098
C 6.13926 -1.16213 -4.07226
C 4.40945 -0.22913 -2.50520
C 3.23619 -0.31277 -1.75505
N 2.97980 0.77647 -0.86294
C 3.86714 1.74057 -0.55074
C 3.20722 2.74284 0.12129
C 1.90277 2.29322 0.20978
N 1.75747 1.08982 -0.36421
C 0.13339 -3.46468 -0.29189
C -0.60485 -4.64106 -0.35592
N 0.63933 -3.00932 0.95433
C 1.28033 -3.75321 1.87508
C 1.75247 -2.89930 2.84499
C 1.36269 -1.63191 2.41431
N 0.67253 -1.69546 1.27471
H -2.15676 -6.57959 -2.69770
H -1.27036 -7.23491 -1.32356
H -2.75253 -6.32611 -1.05831
H -1.12087 -4.69513 -3.68206
H 0.13817 -2.58754 -3.53345
H 2.36102 -3.43024 -2.62544
H 4.43897 -3.30664 -3.81893
H 6.27206 -2.02362 -4.72382
H 6.13783 -0.26748 -4.69568
H 7.00773 -1.10521 -3.41438
H 4.98239 0.68770 -2.50188
H 4.90385 1.65030 -0.81547
H 3.61983 3.65276 0.51863
H 1.06173 2.79239 0.65386
H -0.83087 -5.18276 0.55638
H 1.37640 -4.81785 1.74563
H 2.31877 -3.15003 3.72415
H 1.57434 -0.69336 2.89045
C -2.33329 2.74700 1.44947
C -1.14893 2.94833 2.38323
As -0.03882 1.33093 2.55494
C 1.51022 2.03835 3.50344
C 1.33343 2.94725 4.54533
C 2.42387 3.41562 5.26117
C 3.70291 2.97034 4.95029
C 3.88728 2.06140 3.91957
C 2.79457 1.60058 3.19671
C -0.91889 0.47133 4.07354
C -0.16100 -0.25417 4.99044
C -0.77022 -0.91210 6.05028
C -2.14562 -0.83708 6.22116
C -2.90607 -0.09035 5.33255
C -2.29653 0.55338 4.26440
As -1.78311 2.26941 -0.37050
C -1.27557 4.04445 -1.00055
C -0.01458 4.36018 -1.49281
C 0.28115 5.65798 -1.89116
C -0.68157 6.65007 -1.80102
C -1.94599 6.34274 -1.31401
C -2.24045 5.04920 -0.91713
C -3.52052 2.12601 -1.22748
C -4.64315 1.66874 -0.54684
C -5.86173 1.54628 -1.20282
C -5.96643 1.88553 -2.54316
C -4.85392 2.36647 -3.22039
C -3.63804 2.48741 -2.56631
H -2.92554 3.66029 1.37633
H -2.99147 1.95305 1.79197
H -1.48400 3.23674 3.38026
H -0.50470 3.75301 2.01845
H 0.34089 3.28653 4.81637
H 2.27590 4.12317 6.06596
H 4.55318 3.33054 5.51364
H 4.88144 1.71119 3.67426
H 2.96186 0.90836 2.37838
H 0.91878 -0.28653 4.90711
H -0.16429 -1.46299 6.75776
H -2.61767 -1.33403 7.05826
H -3.97515 0.00262 5.47641
H -2.91448 1.13387 3.59459
H 0.74729 3.60132 -1.58749
H 1.26550 5.88897 -2.27680
H -0.45197 7.65996 -2.11321
H -2.70456 7.11111 -1.24779
H -3.23801 4.82301 -0.55825
H -4.59837 1.44432 0.51194
H -6.73350 1.20476 -0.65961
H -6.91607 1.79504 -3.05332
H -4.93338 2.65780 -4.25932
H -2.78334 2.88016 -3.10227
Br 0.30329 1.11433 -2.86448
C -1.26958 0.55015 -3.75623
C -1.52689 1.01710 -5.00778
C -2.68485 0.55783 -5.66505
C -3.48914 -0.35861 -5.05244
C -3.19188 -0.85943 -3.76123
C -3.99008 -1.87509 -3.18617
C -3.62360 -2.40520 -1.98666
C -2.50783 -1.89163 -1.29539
C -1.72654 -0.84176 -1.72890
C -2.06126 -0.37559 -3.04552
H -0.85733 1.71563 -5.49117
H -2.91342 0.92070 -6.65775
H -4.36819 -0.73716 -5.55937
H -4.85017 -2.24391 -3.73067
H -4.17832 -3.23167 -1.55719
H -2.24564 -2.41699 -0.38677
O -1.80273 -0.38140 1.09870
N -2.58621 -1.31013 1.64945
C -3.88353 -1.32437 1.29815
C -4.75022 -2.21581 1.88872
C -4.27405 -3.10592 2.84046
C -2.93351 -3.06206 3.18614
C -2.10094 -2.14237 2.58525
H -4.15694 -0.61847 0.52911
H -5.78873 -2.20532 1.59096
H -4.94080 -3.81305 3.31416
H -2.51968 -3.71741 3.93885
H -1.06437 -2.01553 2.84354

Its HOMO energy (alpha / beta) is -11.77 / -11.87 eV. Its expectation value of S² is 0.755. Its spin multiplicity is 2. Its frontier orbital gap (alpha / beta) is 6.9 / 7.0 eV. The value obtained for the LUMO energy (alpha / beta) is -4.9 / -4.9 eV. As for the total charge: +2.


It is i that is the least stable of them.